No. 1
17
Properties=species:S:1:pos:R:3:forces:R:3:mulliken_charge:R:1 method="wB97M-V/def2-TZVPD" homo_ha=-0.336 smiles=COC[C@H]1C[C@H]1O orbital_gap_ev=10.110 e_above_lowest_kj_mol=252.9 total_energy_ha=-346.9291 charge=0
C 2.200458 -0.733727 0.708122 0.2 -0.1 0.1 -0.806
O 1.016734 0.010804 0.549452 0.0 0.0 0.0 -0.349
C 0.616258 0.168535 -0.803558 0.0 0.0 -0.2 -0.687
C -0.891371 0.056310 -0.921691 0.1 0.0 -0.1 -0.041
C -1.698786 -0.563893 0.204101 0.0 -0.1 0.0 -0.597
C -1.749524 0.914415 -0.045260 -0.3 -0.1 -0.2 -0.160
O -1.167501 1.833872 0.827242 0.2 -0.1 0.2 -0.561
H 2.132212 -1.696629 0.177634 0.0 0.2 0.1 0.325
H 2.321670 -0.924214 1.776251 0.0 0.0 -0.1 0.243
H 3.080324 -0.186387 0.340919 -0.1 -0.1 0.0 0.296
H 0.958527 1.150031 -1.168458 -0.1 -0.1 0.0 0.239
H 1.098350 -0.598992 -1.425632 -0.1 0.1 0.1 0.467
H -1.228637 -0.130080 -1.937699 0.0 0.1 0.1 0.408
H -2.556648 -1.187354 -0.044995 0.2 0.2 0.1 0.271
H -1.123961 -0.878749 1.069742 -0.1 0.0 -0.1 0.191
H -2.661870 1.323542 -0.470373 0.2 0.0 0.1 0.354
H -0.346242 1.442509 1.164196 -0.1 0.1 0.0 0.406

---

No. 2
17
Properties=species:S:1:pos:R:3:forces:R:3:mulliken_charge:R:1 method="wB97M-V/def2-TZVPD" homo_ha=-0.365 smiles=CO[C@H]1C[C@H]1CO orbital_gap_ev=10.929 e_above_lowest_kj_mol=238.9 total_energy_ha=-346.9344 charge=0
C -1.759781 0.100034 -1.447112 -0.2 0.0 -0.1 -0.757
O -0.384456 -0.025836 -1.155233 0.0 0.0 0.0 -0.347
C 0.066188 0.887257 -0.199241 0.0 0.2 0.0 -0.017
C -0.390173 0.761751 1.227158 -0.2 0.0 0.1 -0.772
C 1.000635 0.337632 0.823230 0.2 -0.1 0.1 -0.047
C 1.317563 -1.140416 0.738488 -0.2 0.1 0.2 -0.575
O 2.166065 -1.430446 -0.352268 -0.1 0.0 -0.2 -0.545
H -2.010949 1.116207 -1.781753 0.1 -0.1 0.0 0.298
H -2.373814 -0.140127 -0.568028 0.1 0.0 -0.1 0.288
H -1.983388 -0.608810 -2.247942 0.0 0.1 0.1 0.246
H 0.242301 1.891077 -0.591787 0.0 -0.2 0.1 0.403
H -0.519467 1.671349 1.806691 0.0 -0.2 -0.1 0.267
H -1.097694 -0.031086 1.461113 0.1 0.1 -0.1 0.248
H 1.834412 0.969443 1.120114 -0.1 -0.1 -0.1 0.360
H 1.841361 -1.467323 1.640194 0.0 0.0 -0.1 0.358
H 0.381272 -1.713748 0.669520 0.2 0.1 0.0 0.232
H 1.669925 -1.176956 -1.143144 0.1 -0.1 0.1 0.361

---

No. 3
17
Properties=species:S:1:pos:R:3:forces:R:3:mulliken_charge:R:1 method="wB97M-V/def2-TZVPD" homo_ha=-0.355 smiles=OC[C@H]1CCOC1 orbital_gap_ev=10.539 e_above_lowest_kj_mol=164.9 total_energy_ha=-346.9626 charge=0
O -2.395875 0.185113 -0.867065 -0.3 0.1 -0.4 -0.513
C -1.282365 0.991831 -0.544603 0.4 0.1 0.0 -0.715
C -0.361414 0.111164 0.263917 -0.1 -0.2 -0.2 0.438
C 0.342029 -1.045434 -0.489115 -0.2 0.3 0.2 -0.706
C 1.594410 -1.260800 0.391219 0.0 0.3 0.3 -0.352
O 1.658293 -0.158141 1.352110 0.0 -0.4 -0.3 -0.405
C 0.752565 0.856461 0.958604 -0.3 0.1 -0.1 -0.694
H -2.893483 0.608931 -1.571425 -0.1 0.0 0.0 0.305
H -0.737354 1.336157 -1.438318 -0.2 -0.1 0.0 0.357
H -1.595103 1.903062 0.003480 0.1 -0.4 0.0 0.315
H -0.938207 -0.353669 1.074506 -0.1 0.1 -0.2 0.224
H -0.324728 -1.916044 -0.534088 0.3 0.1 0.1 0.273
H 0.599927 -0.788002 -1.528680 0.0 0.1 0.4 0.297
H 2.528021 -1.269288 -0.189815 -0.3 0.0 0.1 0.252
H 1.545666 -2.198629 0.962427 0.0 0.3 -0.1 0.256
H 1.237907 1.642664 0.348067 -0.1 -0.4 0.0 0.310
H 0.269711 1.354623 1.808779 0.7 -0.1 0.3 0.358

---

No. 4
17
Properties=species:S:1:pos:R:3:forces:R:3:mulliken_charge:R:1 method="wB97M-V/def2-TZVPD" homo_ha="-0.253 / -0.239" orbital_gap_ev="7.364 / 7.360" e_above_lowest_kj_mol=769.2 total_energy_ha=-346.7325 charge=0
C 2.460210 -0.254045 0.734811 0.3 0.0 0.1 -0.747
O 1.075221 0.027557 0.764113 -0.3 0.0 -0.4 -0.369
C 0.475357 -0.308584 -0.487285 0.0 -0.2 -0.9 -0.516
C -0.951650 0.168589 -0.701415 -1.1 0.0 0.1 0.571
C -2.046101 -0.770577 -0.578696 -1.4 -1.3 0.3 -1.077
C -1.541429 1.101613 0.303326 1.1 0.7 -0.8 -0.630
O -0.871481 1.770196 1.278986 0.0 -0.1 -0.5 -0.548
H 2.668901 -1.327435 0.570788 -0.2 0.3 0.0 0.275
H 2.849475 0.036858 1.710246 0.1 0.0 -0.1 0.256
H 2.965655 0.321865 -0.059980 -0.1 -0.1 0.2 0.332
H 1.021447 0.177120 -1.303190 0.5 -0.1 0.2 0.391
H 0.566593 -1.403665 -0.614158 -0.2 0.3 -0.2 0.353
H -1.373240 -0.252167 -2.059866 1.6 1.9 1.2 0.194
H -3.052690 -0.473382 -0.878998 0.4 -0.2 0.2 0.373
H -1.841718 -1.724155 -0.181785 -0.2 -1.2 0.4 0.292
H -2.526681 1.488522 0.141104 -0.3 0.1 0.0 0.375
H 0.016000 1.375562 1.348409 0.0 0.0 0.0 0.474

---

No. 5
17
Properties=species:S:1:pos:R:3:forces:R:3:mulliken_charge:R:1 method="wB97M-V/def2-TZVPD" homo_ha=-0.390 smiles="CC(C)CC(=O)O" orbital_gap_ev=11.467 e_above_lowest_kj_mol=73.5 total_energy_ha=-346.9974 charge=0
O 1.781380 -1.547802 1.287506 -0.4 0.3 0.6 -0.553
C 1.704849 -0.390827 0.955568 0.2 -0.4 -2.4 0.370
O 2.813339 0.226557 0.457775 -0.7 0.2 0.5 -0.451
C 0.462378 0.424823 0.767414 -0.8 0.9 2.1 -0.809
C -0.457175 0.341396 -0.461838 1.1 -1.4 0.3 0.892
C -0.561664 -1.132401 -0.924383 0.7 0.2 -0.5 -1.524
C -1.784016 1.043513 -0.212149 -0.8 -0.6 0.2 -1.371
H 3.434793 -0.498303 0.508846 1.0 -0.2 -0.1 0.322
H 0.708133 1.489457 0.872140 0.1 -0.2 0.2 0.355
H -0.129472 0.133134 1.655325 0.0 0.3 -0.3 0.381
H 0.076353 0.883456 -1.231542 0.0 0.0 -0.5 0.206
H -1.295552 -1.201941 -1.729357 0.1 -0.3 0.0 0.426
H -0.695609 -1.930454 -0.190523 -0.7 0.6 0.5 0.336
H 0.432240 -1.429601 -1.288115 -0.2 0.2 -0.5 0.386
H -1.871015 1.549697 0.751468 0.3 0.1 -0.1 0.359
H -2.588879 0.296591 -0.216029 0.1 0.1 0.0 0.338
H -2.030085 1.742706 -1.002105 0.1 0.2 -0.1 0.338

---

No. 6
17
Properties=species:S:1:pos:R:3:forces:R:3:mulliken_charge:R:1 method="wB97M-V/def2-TZVPD" homo_ha=-0.363 smiles="C=CC[C@@H](O)CO" orbital_gap_ev=10.819 e_above_lowest_kj_mol=195.9 total_energy_ha=-346.9508 charge=0
O -2.135859 1.669237 -1.241560 0.1 0.0 -0.2 -0.526
C -1.745630 0.875077 -0.151540 0.1 -0.2 0.3 -0.670
C -0.223990 0.833935 -0.039820 -0.1 0.2 0.1 0.187
C 0.254378 -0.103212 1.112351 0.0 0.0 0.0 -0.474
C 0.923947 -1.376423 0.646252 0.1 0.0 -0.1 -0.381
C 2.066931 -1.384576 -0.041086 -0.1 -0.1 0.1 -0.663
O 0.291899 0.498655 -1.319627 0.0 -0.1 -0.1 -0.595
H -1.521998 1.426772 -1.952475 -0.2 0.1 0.0 0.345
H -2.127356 -0.158272 -0.246937 0.1 0.1 0.0 0.309
H -2.179931 1.312600 0.753884 0.0 -0.1 -0.1 0.326
H 0.129165 1.854581 0.142918 -0.1 -0.1 0.0 0.212
H -0.609125 -0.349542 1.742609 0.1 0.0 -0.1 0.360
H 0.951968 0.446250 1.752704 -0.1 -0.1 -0.1 0.348
H 0.396746 -0.463657 -1.346869 0.1 0.1 -0.1 0.404
H 0.428119 -2.320596 0.868621 0.1 0.1 0.0 0.267
H 2.521657 -2.305439 -0.394423 -0.1 0.1 0.1 0.282
H 2.579076 -0.455389 -0.285004 -0.1 -0.2 0.1 0.268

---

No. 7
17
Properties=species:S:1:pos:R:3:forces:R:3:mulliken_charge:R:1 method="wB97M-V/def2-TZVPD" homo_ha=-0.311 smiles="C=C(O)/C=C/C.O" orbital_gap_ev=9.051 e_above_lowest_kj_mol=305.2 total_energy_ha=-346.9092 charge=0
C -2.638220 -0.026236 0.250143 0.0 0.7 -0.1 -1.292
C 1.958440 1.324489 -0.861747 1.9 -3.2 -0.8 -1.236
C 1.093445 0.294965 -0.819389 4.1 -0.5 -1.7 1.231
O 1.588543 -0.889490 -1.381790 0.4 0.4 -0.4 -0.518
C -0.162044 0.457777 -0.203748 -2.9 -2.4 -1.0 -0.881
C -1.276398 -0.323208 -0.311287 0.6 4.3 2.3 0.010
H -2.788219 -0.501709 1.189975 0.3 -0.3 1.3 0.332
H -2.912470 1.031932 0.364255 0.3 -0.3 -0.1 0.323
H -3.402654 -0.543873 -0.306374 -0.2 0.1 -0.8 0.356
H 3.043731 1.089781 -1.136374 -1.7 0.8 0.2 0.174
H 1.653378 2.242490 -0.572888 -0.5 2.9 1.0 0.339
H 2.461665 -0.660025 -1.861013 -2.3 -0.5 1.3 0.304
H -0.132171 1.388969 0.264544 -0.8 1.4 0.9 0.335
H -1.302208 -1.231177 -0.716591 0.8 -3.6 -2.0 0.509
H 0.749947 -0.445336 1.830370 0.0 -0.3 -0.6 0.346
H 1.122230 -2.018461 1.874335 -0.4 1.8 0.4 0.326
O 0.943000 -1.190892 2.397579 0.4 -1.6 0.3 -0.659

---

No. 8
17
Properties=species:S:1:pos:R:3:forces:R:3:mulliken_charge:R:1 method="wB97M-V/def2-TZVPD" homo_ha=-0.374 smiles="C=C(C)C(C)=O.O" orbital_gap_ev=10.630 e_above_lowest_kj_mol=131.9 total_energy_ha=-346.9752 charge=0
C -0.267108 -2.215045 0.707787 -0.1 0.0 0.0 -1.178
C -0.314590 -0.919358 -0.067727 -0.2 -0.1 -0.2 0.728
O -1.020872 -0.821071 -1.058305 0.3 0.0 0.3 -0.630
C 0.558546 0.224785 0.365648 0.0 0.1 0.2 0.790
C 0.723166 0.484369 1.664643 0.0 -0.1 -0.1 -0.987
C 1.145014 1.071428 -0.732689 0.0 0.0 0.0 -1.150
O -1.799565 1.790187 -1.981329 -0.1 0.0 0.1 -0.683
H 0.724691 -2.666561 0.588112 -0.1 0.1 0.0 0.315
H -1.026395 -2.893993 0.316209 0.1 0.1 0.1 0.320
H -0.422415 -2.061338 1.779778 0.0 0.0 -0.2 0.338
H -2.145400 2.087515 -1.131474 0.0 0.0 -0.2 0.313
H 1.302979 1.342476 1.996984 -0.1 -0.1 -0.1 0.282
H 0.270437 -0.121223 2.444957 0.1 0.1 -0.2 0.213
H 1.793788 1.847604 -0.315922 -0.1 -0.1 0.0 0.353
H 0.352239 1.547242 -1.321002 0.2 -0.1 0.1 0.311
H 1.737699 0.456096 -1.419634 -0.1 0.1 0.1 0.286
H -1.612215 0.846887 -1.836036 0.0 0.1 0.0 0.379

---

No. 9
17
Properties=species:S:1:pos:R:3:forces:R:3:mulliken_charge:R:1 method="wB97M-V/def2-TZVPD" homo_ha=-0.363 smiles="C=CCO.CC=O" orbital_gap_ev=10.818 e_above_lowest_kj_mol=214.7 total_energy_ha=-346.9437 charge=0
C -1.591512 -1.813712 -0.955177 0.0 -0.1 0.0 -1.007
O -0.139536 -0.121199 -1.844587 -0.4 -0.1 0.3 -0.551
C -1.067564 -0.415216 -1.120876 0.1 0.0 -0.3 0.292
C 0.389984 -0.298200 1.682020 0.1 0.2 0.0 -0.841
C 0.592209 0.946115 1.256800 0.0 -0.2 0.1 -0.036
C 1.645863 1.354874 0.262816 0.2 -0.2 0.3 -0.469
O 1.158038 2.282590 -0.680710 -0.2 -0.1 -0.2 -0.541
H -2.685362 -1.820265 -0.924578 0.1 0.1 0.0 0.330
H -1.247576 -2.196904 0.011745 0.0 0.1 -0.1 0.243
H -1.224276 -2.469667 -1.747792 0.0 0.1 0.1 0.303
H -1.591265 0.364494 -0.533659 0.1 -0.1 -0.1 0.365
H -0.377925 -0.536610 2.412806 0.1 0.1 -0.1 0.297
H 0.998990 -1.125806 1.320166 -0.1 0.1 0.0 0.308
H -0.033248 1.763064 1.618358 0.1 -0.1 0.0 0.358
H 2.466159 1.851083 0.791929 -0.1 0.0 0.0 0.317
H 2.066020 0.466547 -0.228847 -0.1 0.1 0.1 0.265
H 0.641002 1.768814 -1.320416 0.1 0.1 0.0 0.366

---

No. 10
17
Properties=species:S:1:pos:R:3:forces:R:3:mulliken_charge:R:1 method="wB97M-V/def2-TZVPD" homo_ha=-0.358 smiles=C[C@@H]1OC[C@H](C)O1 orbital_gap_ev=10.828 e_above_lowest_kj_mol=120.9 total_energy_ha=-346.9794 charge=0
C 2.141576 0.456160 -0.640791 0.0 0.0 0.0 -1.423
C 1.045116 -0.460298 -0.142581 0.2 0.0 0.1 0.532
C 0.501182 -0.155689 1.245492 0.2 0.1 0.0 -0.569
O -0.787221 -0.736995 1.199840 0.0 0.0 0.0 -0.373
C -1.242669 -0.609439 -0.137769 -0.3 0.0 -0.1 0.321
C -2.288520 0.478156 -0.261932 0.0 0.0 0.0 -1.186
O -0.121936 -0.280241 -0.935740 0.0 0.0 0.0 -0.386
H 2.451704 0.172305 -1.650437 -0.1 0.0 0.1 0.335
H 3.017640 0.402952 0.014777 -0.1 0.0 -0.1 0.365
H 1.782511 1.489889 -0.667699 0.0 -0.1 0.0 0.344
H 1.365005 -1.513731 -0.188220 0.0 0.1 0.0 0.247
H 0.444360 0.933452 1.404240 0.0 -0.1 0.0 0.293
H 1.061852 -0.613144 2.064507 -0.1 0.0 -0.1 0.316
H -1.643669 -1.589031 -0.436316 0.1 0.1 0.0 0.267
H -1.895023 1.409266 0.158676 -0.1 -0.1 -0.1 0.261
H -2.543081 0.645726 -1.312376 0.0 -0.1 0.1 0.324
H -3.190443 0.191187 0.286564 0.1 0.0 -0.1 0.332